No. 1
Entry from OMol25: 12 unconnected molecules or ions with the total composition C28H80O20S12 at a distorted geometry (wB97M-V/def2-TZVPD).

Cartesian coordinates (Å):
1 O -1.993818 -0.449317 -6.862058
2 S -0.641694 -0.007373 -6.829984
3 O 0.207065 -0.058083 -7.969051
4 O -0.623347 1.515977 -6.330020
5 C -1.865071 2.093564 -5.822357
6 C -1.594006 3.583069 -5.589634
7 C 0.259317 -0.791867 -5.503599
8 H -2.196897 1.629332 -4.901419
9 H -2.595949 2.087799 -6.628154
10 H -1.107342 3.700197 -4.623939
11 H -2.543462 4.121800 -5.544774
12 H -0.996687 4.036070 -6.370593
13 H -0.383485 -1.123305 -4.682252
14 H 0.959163 -0.084580 -5.073649
15 H 0.722296 -1.676972 -5.931364
16 O -3.995686 -6.710058 2.990165
17 S -2.815002 -5.964785 2.754337
18 O -1.575186 -6.450343 3.266616
19 O -2.667738 -5.752386 1.182920
20 C -1.416423 -5.158606 0.716993
21 C -1.186907 -5.471925 -0.738863
22 C -3.131222 -4.299255 3.320937
23 H -0.594013 -5.538487 1.322207
24 H -1.555169 -4.080126 0.880544
25 H -0.926348 -6.517970 -0.909314
26 H -0.321030 -4.865921 -1.041079
27 H -1.976594 -5.211737 -1.437590
28 H -3.348952 -4.384100 4.382652
29 H -4.033433 -3.960595 2.823051
30 H -2.297117 -3.642709 3.107462
31 O -2.874304 1.977555 -0.681474
32 S -1.486208 1.658083 -0.701324
33 O -0.503127 2.691513 -0.613533
34 O -1.265939 0.646982 0.485186
35 C 0.061707 0.182847 0.849587
36 C 0.071140 -1.328292 0.853865
37 C -1.117231 0.574071 -2.042760
38 H 0.204519 0.485809 1.888483
39 H 0.819245 0.634066 0.211464
40 H -0.052611 -1.737768 -0.153236
41 H -0.646939 -1.780846 1.530942
42 H 1.083396 -1.572192 1.191400
43 H -1.721718 -0.320411 -1.999644
44 H -0.050475 0.395488 -1.976490
45 H -1.334378 1.114301 -2.966372
46 O 1.720848 6.362438 -2.532590
47 S 0.685633 5.638636 -3.217762
48 O 0.468248 5.928967 -4.578924
49 O 0.906681 4.075201 -2.997900
50 C 2.282031 3.592012 -3.099679
51 C 2.320223 2.236148 -2.436783
52 C -0.802762 5.772690 -2.231733
53 H 2.892944 4.286352 -2.492778
54 H 2.738295 3.708599 -4.091831
55 H 1.811860 1.412153 -2.914287
56 H 2.083277 2.464196 -1.399041
57 H 3.388229 2.004053 -2.325236
58 H -1.423758 4.965264 -2.628408
59 H -1.143205 6.786467 -2.392072
60 H -0.571886 5.557214 -1.199019
61 C 1.642218 -5.907421 3.950773
62 S 0.829345 -4.474941 3.244611
63 O 1.236998 -3.314930 4.093344
64 C 1.885243 -4.304142 1.779866
65 H 1.400696 -6.772467 3.305140
66 H 1.144943 -6.155726 4.880105
67 H 2.726693 -5.863789 3.888740
68 H 1.390817 -3.730522 0.998123
69 H 2.008763 -5.311257 1.366283
70 H 2.783168 -3.782506 2.098874
71 C 3.027476 -0.230356 3.926817
72 S 4.732784 0.362565 4.029660
73 O 5.451373 -0.459080 2.990966
74 C 4.452133 1.896793 3.161402
75 H 2.328326 0.529906 4.279414
76 H 2.929233 -1.108210 4.568430
77 H 2.783310 -0.557090 2.916729
78 H 3.844885 1.654900 2.289929
79 H 5.392478 2.394102 2.951961
80 H 3.875293 2.599160 3.780900
81 C 2.968986 -1.766817 -3.774095
82 S 2.117366 -2.134534 -2.245498
83 O 0.700181 -1.735380 -2.508965
84 C 2.199137 -3.911149 -2.516496
85 H 2.729305 -2.393748 -4.631222
86 H 4.049512 -1.819475 -3.606007
87 H 2.736720 -0.734108 -4.036580
88 H 1.732231 -4.468827 -1.701605
89 H 3.274685 -4.127170 -2.520478
90 H 1.749181 -4.292518 -3.432657
91 C -4.686887 2.778193 1.793131
92 S -3.986368 3.817372 3.079497
93 O -3.975216 3.156685 4.407824
94 C -2.260707 3.879143 2.564478
95 H -4.018069 1.962156 1.519143
96 H -5.024665 3.365262 0.942575
97 H -5.603379 2.316316 2.176437
98 H -2.140264 4.359333 1.599922
99 H -1.941756 2.831771 2.607574
100 H -1.751614 4.415196 3.357603
101 C -2.000504 -0.098377 3.688470
102 S -2.902693 -0.371309 5.215649
103 O -3.012826 0.921842 5.908860
104 C -4.508995 -0.569828 4.397154
105 H -2.533984 0.389839 2.874345
106 H -1.579684 -1.015476 3.262312
107 H -1.091741 0.490127 3.870393
108 H -4.550796 -1.514328 3.857168
109 H -4.571782 0.233284 3.661409
110 H -5.314914 -0.427304 5.108268
111 C 2.695138 6.521333 0.934141
112 S 3.110701 4.895680 1.592915
113 O 3.091769 5.047488 3.069526
114 C 1.579454 4.080891 1.072502
115 H 3.607116 7.085107 0.675586
116 H 2.247390 7.139985 1.709522
117 H 2.206508 6.435146 -0.034231
118 H 1.369898 4.208421 0.017696
119 H 0.725285 4.518977 1.603166
120 H 1.684349 3.065626 1.450900
121 C 5.015417 -1.673565 0.040535
122 S 4.573146 -0.161640 -0.821560
123 O 3.360232 0.415432 -0.165503
124 C 5.929765 0.913357 -0.369780
125 H 6.023594 -1.670027 0.458945
126 H 5.082661 -2.476795 -0.705004
127 H 4.293823 -1.896257 0.814994
128 H 6.918570 0.519639 -0.592744
129 H 5.786974 1.190235 0.673208
130 H 5.831338 1.838939 -0.947084
131 C -5.657021 -0.787457 0.215036
132 S -4.057272 -1.586772 0.107732
133 O -3.655442 -1.739552 1.544882
134 C -4.648736 -3.210942 -0.334082
135 H -5.514387 0.239808 0.533503
136 H -6.258019 -1.321005 0.951721
137 H -6.183206 -0.821357 -0.740952
138 H -5.138916 -3.144941 -1.315269
139 H -5.190559 -3.752838 0.434929
140 H -3.805196 -3.852984 -0.592148

Cartesian forces (eV/Å) of the 3 atoms listed first:
-0.4 -0.3 -0.1
0.7 0.7 1.0
0.0 0.0 -0.4

Summary:
2S+1: 1
calculated total energy: -7397.54235 Eh
ΔE to the lowest compared entry with this formula, charge and spin: 10.0 kJ/mol
LUMO: -0.33 eV
total charge: 0



No. 2
Entry from OMol25: a molecular structure, C28H81F4N9O17PbS4 at a distorted geometry (wB97M-V/def2-TZVPD).

Cartesian coordinates (Å):
1 Pb 11.249820 -6.544177 15.455795
2 N 8.812381 -7.008611 15.863901
3 S 8.093058 -8.145034 16.658782
4 O 7.924416 -9.362801 15.922781
5 O 7.156196 -7.705474 17.668126
6 F 9.328450 -8.492378 17.654711
7 S 7.468397 -6.397700 15.100197
8 O 6.841519 -5.348558 15.846011
9 O 6.683333 -7.307276 14.326463
10 F 8.324077 -5.591398 14.020135
11 N 12.760832 -8.491253 15.565996
12 S 12.750129 -9.684905 16.765534
13 O 13.981675 -10.102582 17.358849
14 O 11.702503 -10.626542 16.593271
15 F 12.189009 -8.680778 17.913334
16 S 13.872598 -9.143759 14.653338
17 O 13.488961 -10.420043 14.099764
18 O 15.252383 -8.919845 14.999229
19 F 13.651421 -8.160710 13.403447
20 O 7.414369 -2.914922 17.129407
21 H 6.516585 -2.602513 16.984299
22 H 7.519259 -3.647405 16.502341
23 O 10.713794 -4.018200 15.138683
24 H 11.038362 -3.268136 15.655072
25 H 9.863195 -3.723819 14.775755
26 C 8.718301 -11.535470 18.669764
27 C 8.147008 -12.874332 18.182984
28 C 6.722594 -12.813671 17.676295
29 O 5.857091 -12.467483 18.753944
30 C 4.471897 -12.468320 18.458197
31 N 8.959977 -13.336901 17.042291
32 H 9.758998 -11.597661 18.969986
33 H 8.053092 -11.214952 19.481284
34 H 8.564638 -10.832926 17.852941
35 H 8.295537 -13.608814 18.978216
36 H 6.418044 -13.756516 17.211738
37 H 6.590518 -12.012876 16.934943
38 H 4.160062 -13.446722 18.087067
39 H 4.276968 -11.717423 17.680125
40 H 4.004681 -12.108679 19.371277
41 H 8.600066 -12.972889 16.162576
42 H 9.908239 -12.978191 17.021626
43 C 9.142462 -8.056293 20.719743
44 C 8.259723 -6.853722 20.999075
45 C 8.845198 -5.994292 22.112367
46 O 9.004285 -6.731103 23.323650
47 C 9.968432 -6.138254 24.167229
48 N 8.164465 -5.986209 19.829191
49 H 10.151529 -7.878152 20.353383
50 H 8.624543 -8.757599 20.065110
51 H 9.199269 -8.591925 21.672071
52 H 7.290419 -7.202675 21.377753
53 H 8.192105 -5.129550 22.270997
54 H 9.864009 -5.709494 21.828216
55 H 9.693375 -5.099426 24.370570
56 H 10.984008 -6.300305 23.792674
57 H 9.901747 -6.678825 25.114495
58 H 7.573073 -5.170615 19.969873
59 H 7.691314 -6.472920 19.060672
60 C 3.684333 -10.144553 15.357764
61 C 3.518027 -8.961167 14.429519
62 C 3.529363 -7.607829 15.151817
63 O 3.396545 -6.624901 14.151258
64 C 3.154115 -5.332906 14.686507
65 N 4.505944 -9.040932 13.329342
66 H 3.687408 -11.091760 14.824170
67 H 2.981581 -10.168012 16.193678
68 H 4.657516 -10.051353 15.862059
69 H 2.568301 -9.048522 13.889265
70 H 4.474493 -7.593875 15.714137
71 H 2.700263 -7.569756 15.864651
72 H 4.119306 -4.914030 14.999264
73 H 2.486092 -5.407181 15.547075
74 H 2.745507 -4.682934 13.915955
75 H 4.203238 -8.327724 12.667809
76 H 5.359717 -8.619710 13.701727
77 C 3.644903 -6.875210 18.978398
78 C 3.401416 -8.379975 18.856225
79 C 3.447146 -8.948446 20.286827
80 O 4.667073 -8.644110 20.919843
81 C 5.725645 -9.499651 20.643211
82 N 2.079335 -8.524373 18.253533
83 H 2.925204 -6.481931 19.704049
84 H 3.489840 -6.351073 18.035197
85 H 4.632192 -6.657638 19.379648
86 H 4.185919 -8.850269 18.258886
87 H 3.246218 -10.026231 20.340329
88 H 2.610168 -8.484511 20.815896
89 H 6.177257 -9.521858 19.641713
90 H 5.511581 -10.564860 20.821515
91 H 6.591502 -9.359507 21.293778
92 H 1.397629 -7.851069 18.579535
93 H 1.638580 -9.426955 18.397040
94 C 12.271425 -5.205319 19.937054
95 C 12.065815 -5.109587 18.424015
96 C 13.369360 -5.513526 17.753054
97 O 13.299944 -5.318131 16.336490
98 C 14.596928 -5.373293 15.753612
99 N 10.955528 -5.982481 17.944912
100 H 13.248408 -4.789850 20.184916
101 H 12.188108 -6.232676 20.293714
102 H 11.508650 -4.651791 20.484789
103 H 11.764998 -4.102183 18.135810
104 H 13.665744 -6.541583 17.985987
105 H 14.147780 -4.834645 18.119362
106 H 15.169966 -4.481838 16.033005
107 H 14.536945 -5.297347 14.669036
108 H 15.105463 -6.293669 16.044355
109 H 10.888680 -6.868666 18.447977
110 H 10.072728 -5.581725 18.289881
111 C 4.939126 -3.621571 11.326092
112 C 6.215212 -3.957136 12.129778
113 C 7.375736 -4.305746 11.196637
114 O 7.046542 -5.372019 10.329677
115 C 6.792504 -6.590291 11.004112
116 N 6.486440 -2.785065 12.993866
117 H 4.737331 -4.463156 10.656543
118 H 5.061869 -2.703321 10.750468
119 H 4.081401 -3.494146 11.985260
120 H 5.987353 -4.763448 12.831264
121 H 8.270586 -4.512383 11.801299
122 H 7.680359 -3.510677 10.512360
123 H 6.855034 -7.429285 10.313925
124 H 5.868875 -6.702451 11.580519
125 H 7.596599 -6.704682 11.747949
126 H 5.697691 -2.582692 13.591650
127 H 6.579159 -2.005399 12.348399
128 C 11.330848 -4.969597 10.730131
129 C 11.100734 -5.649074 12.078239
130 C 10.688172 -7.101993 11.886351
131 O 10.509691 -7.662712 13.174149
132 C 10.024163 -8.998403 13.163025
133 N 12.330725 -5.501287 12.931587
134 H 10.474039 -5.120727 10.069772
135 H 12.185014 -5.422025 10.215033
136 H 11.582898 -3.915001 10.835892
137 H 10.317385 -5.095942 12.601042
138 H 11.501701 -7.651039 11.399868
139 H 9.784568 -7.071362 11.271244
140 H 10.737233 -9.687606 12.700635
141 H 9.058222 -9.155861 12.676816
142 H 9.919385 -9.299893 14.204858
143 H 12.323608 -4.505592 13.143518
144 H 13.123889 -5.644324 12.310646

Cartesian forces (eV/Å) of the 3 atoms listed first:
0.3 0.3 -0.6
-3.0 0.9 -1.3
1.3 -3.8 4.3

Summary:
2S+1: 1
calculated total energy: -5072.25240 Eh
ΔE to the lowest compared entry with this formula, charge and spin: 0.0 kJ/mol
LUMO: -0.51 eV
total charge: 0



No. 3
Entry from OMol25: 9 unconnected molecules or ions with the total composition C28H81N7O9 at a distorted geometry (wB97M-V/def2-TZVPD).

Cartesian coordinates (Å):
1 C 20.267638 19.386000 0.044590
2 O 21.363668 19.868288 0.801631
3 C 22.377252 20.528710 0.052791
4 C 23.655949 19.657165 0.075756
5 C 23.370683 18.246948 -0.429780
6 N 24.193081 19.658159 1.446702
7 H 20.606573 18.745469 -0.774378
8 H 19.591236 20.226518 -0.111657
9 H 19.696425 18.656064 0.631136
10 H 22.064259 20.762273 -0.967521
11 H 22.594582 21.469163 0.560279
12 H 24.396163 20.248091 -0.471232
13 H 22.694204 17.770693 0.291146
14 H 24.273114 17.650496 -0.554562
15 H 22.734388 18.154149 -1.317225
16 H 23.501477 19.184601 2.026490
17 H 24.967158 18.998174 1.440922
18 C 15.144602 22.937731 -3.362657
19 O 15.812060 22.106726 -2.474670
20 C 15.535372 20.731987 -2.637135
21 C 16.618432 19.855265 -2.052434
22 C 17.992046 20.037283 -2.718850
23 N 16.191484 18.438901 -2.317064
24 H 15.147201 23.989245 -3.066408
25 H 14.050073 22.806650 -3.392255
26 H 15.526656 22.845871 -4.384001
27 H 14.592842 20.520449 -2.115045
28 H 15.368641 20.536703 -3.705626
29 H 16.629219 19.858574 -0.959595
30 H 18.322840 21.074364 -2.607939
31 H 17.972887 19.917097 -3.805594
32 H 18.732014 19.348406 -2.316092
33 H 17.028917 17.861902 -2.312868
34 H 15.911327 18.497025 -3.297658
35 C 19.061928 15.698989 2.484578
36 O 20.139930 16.045682 3.360001
37 C 21.123591 16.904634 2.786416
38 C 22.015379 17.383127 3.916524
39 C 21.629371 18.822480 4.275986
40 N 23.460344 17.480274 3.515035
41 H 18.497370 16.610224 2.268624
42 H 18.526371 14.942242 3.050867
43 H 19.486714 15.268548 1.569299
44 H 21.713056 16.198184 2.181047
45 H 20.738122 17.723830 2.177627
46 H 22.005330 16.808762 4.840104
47 H 20.558868 18.892109 4.516163
48 H 21.696170 19.574188 3.483965
49 H 22.153114 19.257175 5.128822
50 H 23.718913 16.756546 2.844439
51 H 24.001187 17.208608 4.330496
52 C 10.679280 20.174298 1.109599
53 O 11.957753 19.601946 1.196860
54 C 12.048936 18.216720 0.944214
55 C 12.852042 17.857488 -0.312496
56 C 12.663116 16.376517 -0.728285
57 N 14.250594 18.147375 -0.139927
58 H 10.811041 21.246952 0.967638
59 H 10.026236 20.003785 1.970064
60 H 10.175992 19.806357 0.206502
61 H 12.464646 17.769951 1.850262
62 H 11.057312 17.768272 0.800874
63 H 12.380641 18.377620 -1.162513
64 H 13.114052 16.237981 -1.713710
65 H 11.625704 16.057052 -0.787473
66 H 13.263678 15.785929 -0.031069
67 H 14.445087 19.109260 0.128252
68 H 14.756390 18.031876 -1.029346
69 C 18.623082 19.226516 3.894628
70 O 18.423291 20.187376 4.908383
71 C 17.294292 19.866586 5.738602
72 C 16.705679 21.242593 6.145432
73 C 15.845241 20.956049 7.378691
74 N 15.938858 21.896630 5.101794
75 H 19.366431 19.552101 3.164785
76 H 17.729353 19.152945 3.263413
77 H 18.827572 18.230888 4.298786
78 H 16.506940 19.318197 5.213916
79 H 17.673838 19.264605 6.567405
80 H 17.476757 21.959226 6.422676
81 H 16.567207 20.673539 8.151847
82 H 15.171149 20.106181 7.261093
83 H 15.316827 21.820919 7.778850
84 H 16.498637 22.178520 4.310295
85 H 15.159660 21.358380 4.744702
86 C 15.240043 16.639266 3.716212
87 O 13.837091 16.446785 3.662462
88 C 13.430569 15.269119 4.315153
89 C 11.907167 15.330143 4.587155
90 C 11.455363 14.229844 5.526249
91 N 11.144179 15.203057 3.333703
92 H 15.692955 15.948235 2.990305
93 H 15.706270 16.419932 4.679319
94 H 15.410583 17.635561 3.314909
95 H 13.659198 14.353325 3.757959
96 H 13.900098 15.226436 5.306723
97 H 11.719172 16.324194 4.999537
98 H 11.686317 13.261065 5.072085
99 H 10.416004 14.235712 5.842019
100 H 12.045470 14.249561 6.451326
101 H 11.499797 14.447258 2.758519
102 H 11.370252 16.077703 2.858622
103 C 16.402533 15.089829 -1.387172
104 O 17.750684 15.558027 -1.500900
105 C 18.715133 14.572201 -1.175964
106 C 20.016474 15.343858 -0.960569
107 C 20.636466 15.981124 -2.218197
108 N 20.994706 14.663250 -0.129910
109 H 15.744183 15.948378 -1.460050
110 H 16.231451 14.489206 -0.493167
111 H 16.221484 14.453183 -2.258405
112 H 18.373138 14.080633 -0.261172
113 H 18.890420 13.780621 -1.917095
114 H 19.617875 16.227788 -0.443682
115 H 20.285625 15.448546 -3.112573
116 H 21.713921 16.076993 -2.141755
117 H 20.194295 16.956484 -2.449360
118 H 21.588081 14.074889 -0.724474
119 H 21.760625 15.281624 0.142609
120 O 17.029441 17.836113 0.993795
121 H 16.329593 17.790898 0.318767
122 H 17.639794 17.125178 0.762148
123 O 15.887415 20.496066 2.112961
124 H 16.518701 21.051189 1.641337
125 H 16.095224 19.596714 1.829819

Cartesian forces (eV/Å) of the 3 atoms listed first:
0.1 -0.4 1.0
-0.3 -0.3 0.1
0.6 -0.5 0.4

Summary:
2S+1: 1
calculated total energy: -2175.65618 Eh
SMILES: COC[C@H](C)N.COC[C@H](C)N.COC[C@H](C)N.COC[C@H](C)N.COC[C@H](C)N.COC[C@H](C)N.COC[C@H](C)N.O.O
ΔE to the lowest compared entry with this formula, charge and spin: 260.2 kJ/mol
LUMO: 0.47 eV
total charge: 0